No. 1
A 5-piece molecular cluster, H10O5 overall at a distorted geometry, computed with ωB97M-V/def2-TZVPD.

Properties
SMILES: O.O.O.O.O
LUMO: 0.0201 hartree
Orbital gap: 8.6 eV
Total energy: -10396.731 eV
2S+1: 1
Molar mass: 90.08 g mol⁻¹

```
15
H10O5, DFT ωB97M-V/def2-TZVPD
H -0.181 0.111 1.734
H -1.295 -0.906 1.921
H 3.124 0.799 -0.618
H 2.119 -0.253 -1.058
H -4.447 -1.638 -0.124
H -5.352 -1.562 -1.343
H 3.796 -1.321 0.463
H 5.074 -0.684 -0.055
H -0.937 2.517 -0.377
H -2.124 2.935 0.476
O -0.575 -0.668 1.326
O 3.047 -0.008 -1.140
O -4.944 -1.013 -0.664
O 4.179 -0.468 0.229
O -1.680 2.157 0.121
```

No. 2
A 2-piece molecular cluster, C9H9BNO4 overall at a distorted geometry, computed with ωB97M-V/def2-TZVPD.

Properties
LUMO: 0.1269 hartree
Orbital gap: 6.6 eV
Total energy: -19838.738 eV
2S+1: 1
Charge: -1
Molar mass: 205.99 g mol⁻¹

```
24
C9H9BNO4, DFT ωB97M-V/def2-TZVPD
B -1.246 -0.274 0.483
C 3.397 0.308 -1.908
C 2.304 -0.539 -2.089
C 3.285 1.263 -0.913
C 1.179 -0.531 -1.301
C 2.105 1.325 -0.190
C 1.039 0.347 -0.258
C 0.345 0.884 2.863
C -3.246 -1.086 -0.319
C -3.372 -0.807 1.213
N -0.050 0.426 0.554
O -0.060 1.948 2.813
O 0.704 -0.136 3.211
O -1.876 -0.787 -0.648
O -2.122 -0.301 1.645
H 4.218 0.377 -2.509
H 2.259 -1.198 -2.884
H 3.990 2.049 -0.701
H 0.255 -1.103 -1.466
H 1.873 2.196 0.486
H -3.588 -2.235 -0.426
H -3.809 -0.573 -1.070
H -3.956 0.117 1.433
H -3.629 -1.672 1.981
```